Record 1
{
  "formula": "C3H8O3",
  "method": "wB97M-V/def2-TZVPD",
  "species": ["O", "O", "O", "C", "C", "C", "H", "H", "H", "H", "H", "H", "H", "H"],
  "coordinates": [[0.786, 0.224, 1.563], [0.708, 1.466, -0.277], [-2.138, 1.085, 2.118], [0.869, 0.307, 0.365], [1.003, -0.808, -0.611], [-0.161, -0.941, -1.627], [0.130, -0.995, -2.663], [0.817, 2.213, 0.324], [1.138, -1.733, -0.048], [-2.209, 0.825, 3.058], [1.894, -0.686, -1.238], [-0.858, -0.111, -1.478], [-1.190, 0.977, 1.937], [-0.789, -1.822, -1.423]],
  "forces_ev_per_a": [[0.3, -0.1, 0.2], [0.5, 0.7, -0.6], [0.3, -0.2, 0.7], [-0.8, 0.1, -0.1], [0.4, -1.3, -0.9], [-1.3, 0.0, 1.2], [0.3, 0.2, -0.2], [-0.3, -0.1, 0.3], [0.0, 0.1, 0.0], [0.0, 0.2, -0.8], [0.1, 0.3, 0.5], [0.2, 0.0, -0.4], [-0.2, 0.0, 0.1], [0.4, 0.1, 0.0]],
  "relative_energy_ev": 0.255,
  "smiles": "CCC(=O)O.O",
  "lumo_ev": 0.67,
  "orbital_gap_ha": 0.425
}

Record 2
{
  "formula": "C3H6NO5S2",
  "method": "wB97M-V/def2-TZVPD",
  "species": ["S", "S", "O", "O", "O", "O", "O", "N", "C", "C", "C", "H", "H", "H", "H", "H", "H"],
  "coordinates": [[-3.294, -0.074, 0.443], [-0.551, -0.431, -0.165], [-0.478, -0.437, -1.610], [-3.903, 1.254, 0.017], [-1.506, 1.995, -0.082], [-3.257, -1.086, -0.628], [-0.575, -1.719, 0.498], [-1.517, 0.612, 0.629], [1.036, 0.402, 0.362], [3.250, -0.922, 0.144], [2.115, -0.341, -0.260], [4.027, -1.619, -0.371], [-2.503, 2.030, -0.121], [1.063, 0.489, 1.396], [1.866, -0.296, -1.359], [0.802, 1.370, -0.148], [3.425, -1.226, 1.254]],
  "forces_ev_per_a": [[-1.9, 0.3, -0.3], [3.6, -0.9, -0.2], [-0.7, 0.5, 0.6], [0.6, -1.3, 0.4], [0.4, -2.7, 1.3], [0.0, 1.0, 0.5], [-0.7, 0.8, 0.1], [-1.0, 2.2, -1.3], [-1.6, 0.2, -1.7], [0.9, -2.8, 2.4], [1.3, 0.0, -3.1], [-1.8, 1.8, -0.2], [-0.2, 0.3, -0.4], [-0.2, 0.2, 1.9], [0.9, -0.4, 0.9], [0.8, -0.5, 0.6], [-0.5, 1.4, -1.5]],
  "relative_energy_ev": 4.545,
  "lumo_ev": 3.45,
  "orbital_gap_ha": 0.321,
  "total_charge": -1
}